C21H28BBrF2N | ωB97M-V/def2-TZVPD

XYZ file:
```
54
Properties=species:S:1:pos:R:3:mulliken_charge:R:1
F -1.7718 -3.9276 0.9642 -0.304
C -2.9451 -4.1093 1.6606 0.235
C -3.2846 -5.4022 2.0618 -0.632
C -4.5376 -5.5882 2.6779 -0.316
C -5.4161 -4.5212 2.8215 -0.759
C -5.0274 -3.1905 2.4927 1.202
C -5.9388 -2.1069 2.7024 -0.180
C -5.6487 -0.8021 2.2851 -0.572
C -6.6043 0.1793 2.0829 -0.441
C -6.4273 1.3349 1.2526 0.949
C -5.3298 1.5169 0.3604 -0.639
C -5.3209 2.6460 -0.4555 0.287
F -4.2695 2.8135 -1.3303 -0.291
C -6.3146 3.6251 -0.4299 -0.513
C -7.3869 3.4456 0.4643 -0.482
C -7.4336 2.3343 1.2920 -0.627
C -3.7396 -2.9980 1.9068 -0.686
H -2.5969 -6.2283 1.8966 0.452
H -4.8294 -6.5805 3.0292 0.418
H -6.4368 -4.6839 3.1811 0.414
H -6.9525 -2.3506 3.0421 0.373
H -4.6011 -0.5283 2.1131 0.582
H -7.5751 0.0768 2.5814 0.400
H -4.5415 0.7649 0.3013 0.504
H -6.2499 4.4921 -1.0901 0.440
H -8.1618 4.2103 0.5286 0.391
H -8.2534 2.2067 1.9998 0.379
H -3.3947 -2.0036 1.6216 0.389
C -4.1356 -3.8799 8.3619 -1.272
C -4.8680 -3.0080 7.3534 -0.202
N -6.3799 -3.1637 7.4134 -0.421
C -6.7918 -4.6270 7.3367 -0.411
C -6.5450 -5.1708 5.9463 -0.972
C -6.8089 -2.6532 8.7815 -0.450
C -8.3142 -2.5989 8.9695 -1.272
B -6.9848 -2.3215 6.1666 0.966
Br -6.7575 -0.3086 6.5014 -0.372
H -6.4198 -2.5301 5.0573 -0.380
H -3.0663 -3.6543 8.2664 0.445
H -4.4244 -3.6580 9.3948 0.301
H -4.2726 -4.9492 8.1644 0.285
H -4.6679 -1.9428 7.5430 0.441
H -4.5385 -3.2248 6.3305 0.262
H -6.2328 -5.1728 8.1120 0.374
H -7.8558 -4.6637 7.5917 0.237
H -6.6516 -6.2610 5.9585 0.449
H -7.2758 -4.7565 5.2460 0.296
H -5.5407 -4.9317 5.5748 0.073
H -6.3559 -3.3350 9.5148 0.278
H -6.3770 -1.6560 8.9128 0.467
H -8.5123 -2.1041 9.9295 0.432
H -8.8355 -2.0332 8.1872 0.248
H -8.7453 -3.6044 9.0443 0.387
H -8.1652 -2.5487 6.0674 -0.162
```

lowest unoccupied orbital energy: -5.71 eV
spin multiplicity: 1
charge: +1
E: -3670.10687 Eh
gap between HOMO and LUMO: 5.8 eV

C35H44F3N2O3P | ωB97M-V/def2-TZVPD

XYZ file:
```
88
Properties=species:S:1:pos:R:3:mulliken_charge:R:1
C 2.4928 0.2835 -2.8832 -0.645
C 3.7844 0.4198 -2.5193 -0.186
C 4.4029 -0.0540 -1.1411 -0.702
P 3.1416 -0.2688 0.2340 1.290
C 3.5112 -0.4362 2.0786 -1.072
C 2.3356 0.1249 2.9967 -0.525
C 0.9359 -0.4229 2.5701 0.436
O 0.8199 -1.5376 2.1177 -0.362
N -0.2017 0.4838 2.8011 -0.235
C -1.0096 0.6437 1.6013 0.147
C -2.0468 -0.3235 1.2363 -0.088
C -2.8791 -0.1273 0.0488 -0.609
C -2.6606 1.0752 -0.7603 -0.720
C -1.6147 2.0486 -0.4317 -0.811
C -0.7943 1.8252 0.7634 0.153
C 3.3575 -2.1636 0.0649 -1.887
N 2.9355 -2.6758 -1.2878 -0.172
C 1.4693 -2.9434 -1.3184 -0.403
O 2.7626 1.4218 0.3349 -0.368
C 3.7959 2.2411 0.8871 -0.760
C 3.9407 3.5163 -0.0488 0.178
C 2.5954 4.2976 -0.2412 -1.335
O 4.5818 3.2181 -1.2895 -0.547
H 2.1983 0.6563 -3.8988 0.246
H 1.6847 -0.1338 -2.2471 0.111
H 4.5267 0.8836 -3.2202 0.369
H 5.2185 0.6877 -0.9199 0.646
H 4.9434 -1.0123 -1.3883 0.578
H 1.7715 -0.4730 -0.1505 -0.403
H 3.5892 -1.5247 2.3611 0.557
H 4.5070 -0.0048 2.3856 0.480
H 2.5444 -0.2095 4.0558 0.481
H 2.2700 1.2427 2.9693 0.027
H -0.7848 0.0867 3.5424 0.467
H -2.2072 -1.2241 1.8706 0.240
H -3.6574 -0.8848 -0.1941 0.448
H -3.2998 1.2632 -1.6511 0.401
H -1.4421 2.9727 -1.0311 0.558
H 0.0000 2.5610 1.0457 0.205
H 4.4283 -2.4094 0.2941 0.508
H 2.6856 -2.7118 0.7982 0.437
H 3.3607 -3.6108 -1.3119 0.331
H 1.2009 -4.0277 -1.3536 0.283
H 1.0796 -2.4721 -2.2679 0.108
H 0.9363 -2.4520 -0.4533 -0.011
H 3.4695 2.6663 1.8844 0.264
H 4.8039 1.7603 0.9544 0.338
H 4.6381 4.2120 0.5150 0.268
H 1.9586 4.3683 0.6744 0.303
H 1.9872 3.9135 -1.1078 0.305
H 2.8561 5.3627 -0.5190 0.384
H 4.0714 3.5920 -2.0296 0.351
F -1.1036 6.1255 -0.1347 -0.271
C -2.4418 6.2171 -0.2434 0.206
C -2.9969 7.3123 -0.8803 -0.441
C -4.3782 7.4029 -0.9961 -0.377
C -5.1867 6.4038 -0.4649 -0.448
C -4.6152 5.3114 0.1768 -0.521
C -3.2341 5.2142 0.2836 -0.203
H -2.3512 8.0842 -1.2804 0.410
H -4.8243 8.2521 -1.4994 0.361
H -6.2644 6.4780 -0.5522 0.366
H -5.2453 4.5350 0.5940 0.378
H -2.7710 4.3659 0.7727 0.534
F 0.2541 -4.5298 -3.3340 -0.296
C -0.9978 -4.1127 -3.5880 0.098
C -1.4774 -4.1580 -4.8846 -0.521
C -2.7730 -3.7312 -5.1453 -0.391
C -3.5689 -3.2550 -4.1095 -0.562
C -3.0725 -3.2104 -2.8122 -0.421
C -1.7811 -3.6466 -2.5473 0.243
H -0.8397 -4.5245 -5.6794 0.419
H -3.1621 -3.7692 -6.1556 0.365
H -4.5784 -2.9182 -4.3152 0.378
H -3.6918 -2.8353 -2.0063 0.333
H -1.3806 -3.6270 -1.5410 0.357
F -2.9416 -6.4140 2.0681 -0.307
C -2.4100 -5.5053 2.9037 0.335
C -2.4706 -5.7228 4.2685 -0.491
C -1.9168 -4.7860 5.1315 -0.473
C -1.3191 -3.6392 4.6202 -0.694
C -1.2692 -3.4302 3.2463 0.203
C -1.8132 -4.3717 2.3819 -0.604
H -2.9474 -6.6181 4.6479 0.425
H -1.9516 -4.9495 6.2020 0.367
H -0.8909 -2.9068 5.2957 0.394
H -0.8067 -2.5349 2.8484 0.222
H -1.7760 -4.2306 1.3083 0.569
```

lowest unoccupied orbital energy: 0.49 eV
spin multiplicity: 1
E: -2336.09039 Eh
gap between HOMO and LUMO: 8.6 eV
SMILES: C=CC[PH](CCC(=O)Nc1ccccc1)(CNC)OC[C@H](C)O.Fc1ccccc1.Fc1ccccc1.Fc1ccccc1

C18H28NO4P2Sn | ωB97M-V/def2-TZVPD

XYZ file:
```
54
Properties=species:S:1:pos:R:3:mulliken_charge:R:1
Sn 0.4674 0.2145 -0.0687 0.660
P 2.6885 -0.7240 -0.0900 0.475
C 2.5362 -1.1316 -1.8055 -1.557
C 1.2856 -1.4181 -2.4227 1.316
N 0.0992 -0.9858 -1.8687 -0.045
C -1.0883 -1.1524 -2.4531 0.773
C -1.1933 -1.9665 -3.5939 -0.933
C -0.0082 -2.4500 -4.1847 -0.362
C 1.2317 -2.1411 -3.6376 -1.093
C -2.3156 -0.5515 -1.7949 -1.136
P -2.1234 1.1083 -1.0991 0.700
H 2.1853 -2.4147 -4.0682 0.439
H -2.1794 -2.2781 -3.8981 0.461
H -0.0656 -3.0880 -5.0473 0.434
H -3.0872 -0.4670 -2.5713 0.485
H -2.7477 -1.1962 -1.0122 0.502
H 3.6408 2.7891 -4.7059 0.298
H 3.4372 -1.3346 -2.3464 0.345
H -0.5810 4.4207 -1.9384 0.307
O 3.8566 2.9024 -3.8140 -0.593
H 4.6795 2.3854 -3.7253 0.305
H -0.7499 1.4461 -0.4856 0.251
O 0.3289 4.7682 -1.9777 -0.621
H 0.7888 4.0445 -2.4360 0.304
C -2.5350 2.2095 -2.4449 -1.350
H -3.5096 1.9270 -2.8731 0.447
H -2.5742 3.2414 -2.0727 0.378
H -1.7701 2.1476 -3.2244 0.366
C -3.3923 1.2295 0.1348 -1.349
H -3.0633 1.8467 0.9702 0.329
H -4.2797 1.6767 -0.3244 0.426
H -3.6598 0.2355 0.5067 0.452
C 2.3910 -2.0553 1.0856 -1.134
H 3.3756 -2.5380 1.1112 0.462
H 2.0804 -1.6687 2.0681 0.293
H 1.6372 -2.7400 0.6800 0.317
C 4.0559 0.3447 0.3154 -1.051
H 3.9255 0.7389 1.3345 0.371
H 4.9172 -0.3429 0.2246 0.388
H 4.1455 1.1576 -0.4238 0.306
O -0.5768 1.4751 2.2047 -0.641
C -0.6316 0.3189 2.4741 0.684
O -0.4313 -0.6863 1.5424 -0.547
C -0.8645 -0.2644 3.7932 0.405
C -0.8423 -1.6506 3.9876 -0.150
C -0.9499 -2.1495 5.2403 -0.612
C -1.1104 -1.2786 6.3239 -0.384
C -1.1623 0.1293 6.1372 -0.621
C -1.0378 0.6457 4.8559 -0.424
H -0.7352 -2.3152 3.0986 0.317
H -0.9158 -3.2495 5.3999 0.361
H -1.2099 -1.6848 7.3186 0.408
H -1.2961 0.8071 6.9758 0.408
H -1.0666 1.7127 4.6254 0.429
```

lowest unoccupied orbital energy: -2.59 eV
spin multiplicity: 1
charge: +1
E: -1955.11385 Eh
gap between HOMO and LUMO: 7.0 eV